one:
Formula: C2H5ClN2
Source: the OMol25 dataset
Level of theory: ωB97M-V with the def2-TZVPD basis set

Properties
**HOMO level**: -0.335 hartree
**Frontier orbital gap**: 10.1 eV
**SMILES string**: C/N=C/NCl

Each line ends with the Löwdin charge.
Atoms and positions in Å:
C1 0.066 -0.832 1.507  -0.10
N1 0.151 0.102 0.423  -0.05
C2 0.001 -0.134 -0.758  -0.20
N2 -0.210 1.176 -1.783  -0.48
Cl1 0.064 2.643 -0.889  0.48
H1 0.843 -0.675 2.170  0.06
H2 -0.231 -1.833 1.210  0.09
H3 -0.774 -0.614 2.047  0.05
H4 -0.287 -1.009 -1.239  0.09
H5 0.377 1.175 -2.688  0.06

---

two:
Formula: C2H5ClN2
Source: the OMol25 dataset
Level of theory: ωB97M-V with the def2-TZVPD basis set

Properties
**HOMO level**: -0.335 hartree
**Frontier orbital gap**: 9.9 eV
**SMILES string**: N/N=C\CCl

Each line ends with the Löwdin charge.
Atoms and positions in Å:
N1 0.381 -0.303 -2.510  0.01
N2 -0.062 -1.127 -1.520  -0.09
C1 -0.322 -0.821 -0.306  -0.25
C2 0.276 0.406 0.276  -0.58
Cl1 -0.273 0.759 1.969  0.52
H1 1.110 -0.772 -3.044  0.09
H2 0.675 0.596 -2.161  0.05
H3 -0.688 -1.624 0.244  0.08
H4 1.336 0.088 0.215  0.09
H5 0.253 1.316 -0.339  0.07

---

three:
Formula: C2H5ClN2
Source: the OMol25 dataset
Level of theory: ωB97M-V with the def2-TZVPD basis set

Properties
**HOMO level**: -0.308 hartree
**Frontier orbital gap**: 9.0 eV

Each line ends with the Löwdin charge.
Atoms and positions in Å:
C1 -1.541 0.395 -1.849  -0.07
C2 -1.955 -0.676 -1.159  -0.59
N1 0.598 2.004 0.412  -0.21
N2 0.678 2.372 -0.714  -0.02
Cl1 -1.916 -0.718 0.610  0.53
H1 -1.251 0.222 -2.929  0.09
H2 -1.048 1.156 -1.360  -0.05
H3 -0.420 1.921 0.973  0.13
H4 -2.427 -1.518 -1.617  0.04
H5 1.399 1.517 1.074  0.15

---

Least stable structure: three

---

one:
Formula: C4H4
Source: the OMol25 dataset
Level of theory: ωB97M-V with the def2-TZVPD basis set

Properties
**HOMO level**: -0.371 hartree
**Frontier orbital gap**: 9.8 eV

Each line ends with the Löwdin charge.
Atoms and positions in Å:
C1 0.944 0.020 0.074  -0.48
C2 2.194 -0.090 0.079  0.18
C3 -0.328 0.775 -0.050  -0.14
C4 -0.340 -0.686 -0.023  -0.17
H1 -0.415 1.425 0.907  0.14
H2 -0.458 1.240 -1.151  0.16
H3 -0.568 -1.251 -0.894  0.07
H4 -1.029 -1.432 1.057  0.23

---

two:
Formula: C4H4
Source: the OMol25 dataset
Level of theory: ωB97M-V with the def2-TZVPD basis set

Properties
**HOMO level**: -0.343 hartree
**Frontier orbital gap**: 10.3 eV
**SMILES string**: C#CC=C

Each line ends with the Löwdin charge.
Atoms and positions in Å:
C1 -2.127 -0.120 0.001  0.11
C2 -0.959 0.187 -0.015  -0.16
C3 0.433 0.555 0.003  -0.21
C4 1.429 -0.342 0.004  0.02
H1 -3.139 -0.471 0.025  0.03
H2 0.647 1.614 0.002  0.09
H3 2.468 -0.015 -0.005  0.06
H4 1.248 -1.409 -0.015  0.06

---

Least stable structure: one

---

one:
Formula: C5H6N2O2
Source: the OMol25 dataset
Level of theory: ωB97M-V with the def2-TZVPD basis set

Properties
**HOMO level**: -0.357 hartree
**Frontier orbital gap**: 10.0 eV
**SMILES string**: CNC(=O)O.C#CC#N

Each line ends with the Löwdin charge.
Atoms and positions in Å:
C1 1.432 -1.051 -0.728  -0.07
N1 0.717 -0.240 0.256  -0.04
C2 0.592 1.159 -0.001  -0.63
O1 0.718 1.618 -1.103  0.12
O2 0.502 1.906 1.112  0.07
H1 1.086 -2.084 -0.662  0.08
H2 1.183 -0.670 -1.716  0.09
H3 2.504 -1.007 -0.541  0.08
H4 0.873 -0.514 1.220  0.14
H5 1.179 1.956 1.793  0.13
C3 -2.359 -0.916 -1.032  0.14
C4 -1.687 -0.446 -0.132  -0.11
C5 -1.777 0.412 1.122  -0.21
N2 -1.842 0.896 2.168  0.16
H6 -3.122 -1.018 -1.755  0.04

---

two:
Formula: C5H6N2O2
Source: the OMol25 dataset
Level of theory: ωB97M-V with the def2-TZVPD basis set

Properties
**HOMO level**: -0.308 hartree
**Frontier orbital gap**: 9.0 eV
**SMILES string**: N#COCC=C=C(N)O

Each line ends with the Löwdin charge.
Atoms and positions in Å:
N1 -3.011 -1.697 0.854  0.16
C1 -2.439 -0.955 0.215  -0.40
O1 -1.791 -0.148 -0.498  0.02
C2 -1.567 1.196 -0.022  -0.14
C3 -0.090 1.422 0.262  -0.09
C4 0.875 0.569 0.156  0.01
C5 1.539 -0.536 -0.036  -0.45
N2 2.212 -0.803 -1.169  0.10
O2 1.697 -1.530 0.983  0.02
H1 -2.207 1.524 0.788  0.12
H2 -1.902 1.925 -0.834  0.14
H3 0.081 2.417 0.748  0.11
H4 2.829 -1.686 -1.268  0.15
H5 1.726 -0.481 -2.027  0.12
H6 2.044 -1.217 1.848  0.12

---

Least stable structure: one

---

one:
Formula: C5H6N2O2
Source: the OMol25 dataset
Level of theory: ωB97M-V with the def2-TZVPD basis set

Properties
**HOMO level**: -0.325 hartree
**Frontier orbital gap**: 9.2 eV
**SMILES string**: O=C(O)Cc1c[nH]cn1

Each line ends with the Löwdin charge.
Atoms and positions in Å:
O1 2.068 1.217 0.357  0.17
C1 1.183 1.713 -0.181  -0.59
O2 1.435 2.962 -0.660  0.01
C2 -0.228 1.184 -0.209  -0.10
C3 -0.375 -0.122 0.079  -0.33
C4 0.402 -1.117 0.444  -0.14
N1 -0.251 -2.264 0.514  0.02
C5 -1.529 -2.011 0.173  -0.21
N2 -1.662 -0.784 -0.256  0.13
H1 0.846 3.239 -1.638  0.25
H2 -0.503 1.547 -1.218  0.13
H3 -0.863 1.656 0.717  0.21
H4 1.395 -1.103 0.889  0.13
H5 0.194 -3.401 0.833  0.29
H6 -2.111 -2.718 0.156  0.03

---

two:
Formula: C5H6N2O2
Source: the OMol25 dataset
Level of theory: ωB97M-V with the def2-TZVPD basis set

Properties
**HOMO level**: -0.324 hartree
**Frontier orbital gap**: 9.5 eV
**SMILES string**: CC(=O)Nc1ncco1

Each line ends with the Löwdin charge.
Atoms and positions in Å:
C1 -1.850 1.348 0.448  0.03
C2 -1.922 -0.119 -0.063  -0.41
O1 -2.929 -0.703 -0.322  0.11
N1 -0.701 -0.886 -0.048  0.22
C3 0.569 -0.423 0.066  -0.41
N2 1.594 -1.090 0.288  0.12
C4 2.644 -0.320 0.155  -0.15
C5 2.285 0.930 -0.262  0.01
O2 0.852 0.854 -0.326  0.06
H1 -1.551 1.874 -0.539  0.13
H2 -1.403 1.411 1.288  0.00
H3 -2.908 1.679 0.708  0.11
H4 -0.680 -1.685 0.232  0.03
H5 3.803 -0.770 0.258  0.18
H6 2.744 1.616 -0.516  -0.02

---

Least stable structure: two

---

one:
Formula: C5H6N2O2
Source: the OMol25 dataset
Level of theory: ωB97M-V with the def2-TZVPD basis set

Properties
**HOMO level**: -0.340 hartree
**Frontier orbital gap**: 9.1 eV
**SMILES string**: [H]/N=C/C=C\C(=N/[H])C(=O)O

Each line ends with the Löwdin charge.
Atoms and positions in Å:
H1 -1.825 0.739 -1.936  0.07
N1 -1.440 0.123 -1.224  0.13
C1 -1.634 0.503 -0.034  -0.23
C2 -1.028 -0.202 1.160  -0.05
C3 -0.025 -1.097 0.999  -0.03
C4 1.015 -0.757 0.028  -0.32
N2 1.912 -1.468 -0.494  0.18
H2 1.842 -2.457 -0.256  0.07
C5 1.050 0.753 -0.193  -0.50
O1 0.865 1.470 0.799  0.07
O2 1.480 1.162 -1.372  0.14
H3 -2.278 1.354 0.241  0.12
H4 -1.711 -0.286 1.995  0.10
H5 0.122 -1.956 1.640  0.11
H6 1.653 2.119 -1.353  0.14

---

two:
Formula: C5H6N2O2
Source: the OMol25 dataset
Level of theory: ωB97M-V with the def2-TZVPD basis set

Properties
**HOMO level**: -0.343 hartree
**Frontier orbital gap**: 8.0 eV

Each line ends with the Löwdin charge.
Atoms and positions in Å:
C1 2.370 0.753 -0.476  -0.07
C2 -2.613 -0.287 0.310  0.00
C3 0.801 -1.496 0.001  -0.32
C4 -1.137 -0.316 0.222  -0.22
O1 1.096 0.123 -0.583  -0.21
N1 -0.489 -1.457 0.269  0.19
C5 -0.387 0.902 -0.007  -0.31
O2 1.742 -2.146 0.227  0.21
N2 -0.472 2.028 0.390  0.18
H1 2.758 0.930 -1.482  0.09
H2 2.233 1.710 0.037  0.08
H3 3.050 0.092 0.065  0.09
H4 -2.918 -0.251 1.360  0.11
H5 -3.002 0.602 -0.187  0.09
H6 -3.032 -1.186 -0.146  0.10

---

Least stable structure: two

---

one:
Formula: C2H6N2S
Source: the OMol25 dataset
Level of theory: ωB97M-V with the def2-TZVPD basis set

Properties
**HOMO level**: -0.298 hartree
**Frontier orbital gap**: 8.5 eV
**SMILES string**: NCC(N)=S

Each line ends with the Löwdin charge.
Atoms and positions in Å:
N1 2.120 -0.128 -0.115  -0.12
C1 0.929 -0.789 0.039  -0.39
C2 -0.215 0.093 0.158  -0.97
N2 0.198 1.332 -0.019  0.04
S1 -1.792 -0.277 -0.050  0.60
H1 2.722 -0.261 -1.014  0.12
H2 2.979 -0.099 0.803  0.21
H3 1.164 -1.267 1.131  0.17
H4 0.813 -1.706 -0.519  0.11
H5 -0.684 1.959 0.211  0.15
H6 1.178 1.554 -0.064  0.08

---

two:
Formula: C2H6N2S
Source: the OMol25 dataset
Level of theory: ωB97M-V with the def2-TZVPD basis set

Properties
**HOMO level**: -0.302 hartree
**Frontier orbital gap**: 9.0 eV
**SMILES string**: CS/C=N\N

Each line ends with the Löwdin charge.
Atoms and positions in Å:
C1 0.811 1.820 0.689  -0.43
S1 0.727 0.470 -0.467  0.82
C2 0.134 -0.951 0.365  -0.55
N1 -0.509 -1.982 -0.133  -0.11
N2 -0.936 -1.704 -1.425  -0.07
H1 1.344 1.543 1.617  0.05
H2 1.180 2.731 0.236  0.03
H3 -0.300 2.088 0.704  0.05
H4 0.473 -0.981 1.454  0.09
H5 -1.656 -2.349 -1.649  0.05
H6 -1.268 -0.686 -1.392  0.07

---

three:
Formula: C2H6N2S
Source: the OMol25 dataset
Level of theory: ωB97M-V with the def2-TZVPD basis set

Properties
**HOMO level**: -0.300 hartree
**Frontier orbital gap**: 8.7 eV
**SMILES string**: C/N=C/SN

Each line ends with the Löwdin charge.
Atoms and positions in Å:
C1 0.847 1.956 -0.461  -0.18
N1 -0.456 1.242 -0.413  -0.09
C2 -0.300 -0.126 -0.057  -0.42
S1 -1.794 -1.114 0.196  0.80
N2 -0.836 -2.509 0.326  -0.40
H1 0.976 2.431 0.540  0.08
H2 0.670 2.847 -1.163  0.09
H3 1.730 1.447 -0.646  0.03
H4 0.607 -0.616 -0.084  0.03
H5 -0.121 -2.264 1.116  0.07
H6 -1.323 -3.294 0.647  -0.01

---

four:
Formula: C2H6N2S
Source: the OMol25 dataset
Level of theory: ωB97M-V with the def2-TZVPD basis set

Properties
**HOMO level**: -0.309 hartree
**Frontier orbital gap**: 9.2 eV

Each line ends with the Löwdin charge.
Atoms and positions in Å:
C1 -0.922 1.455 0.068  -0.29
C2 1.301 0.448 -0.135  -0.36
H1 -0.491 2.369 -0.457  0.12
H2 -1.807 1.348 -0.452  0.02
H3 -1.354 1.593 1.007  0.07
H4 -0.233 -1.578 0.775  -0.09
H5 1.753 1.476 -0.792  0.18
H6 3.130 -0.368 -0.273  0.12
N1 -0.093 0.390 0.243  -0.59
N2 2.067 -0.525 0.144  0.02
S1 -1.068 -0.957 -0.132  0.80

---

Least stable structure: four

---

one:
Formula: C2H6N2S
Source: the OMol25 dataset
Level of theory: ωB97M-V with the def2-TZVPD basis set

Properties
**HOMO level**: -0.298 hartree
**Frontier orbital gap**: 8.9 eV
**SMILES string**: NCC(N)=S

Each line ends with the Löwdin charge.
Atoms and positions in Å:
N1 -1.701 -0.543 1.333  -0.02
C1 -0.917 0.527 0.665  -0.27
C2 0.249 -0.069 -0.081  -0.94
N2 0.506 -1.339 0.182  0.07
S1 1.106 0.781 -1.200  0.58
H1 -2.565 -0.617 0.785  0.09
H2 -1.865 -0.320 2.303  0.07
H3 -0.604 1.266 1.365  0.10
H4 -1.577 1.039 -0.086  0.12
H5 1.351 -1.710 -0.228  0.10
H6 -0.056 -1.735 0.948  0.10

---

two:
Formula: C2H6N2S
Source: the OMol25 dataset
Level of theory: ωB97M-V with the def2-TZVPD basis set

Properties
**HOMO level**: -0.344 hartree
**Frontier orbital gap**: 9.7 eV

Each line ends with the Löwdin charge.
Atoms and positions in Å:
C1 -0.797 1.006 -0.064  -0.13
C2 -0.327 -0.413 -0.117  -0.66
H1 -1.776 1.094 -0.885  0.12
H2 -1.073 1.500 1.179  0.17
H3 0.074 1.837 -0.482  0.10
H4 -2.104 -1.150 -0.777  0.09
H5 0.893 -1.721 0.272  0.00
H6 2.924 0.281 0.912  -0.13
N1 -1.190 -1.408 -0.199  0.07
N2 0.881 -0.777 0.470  -0.29
S1 2.495 -0.247 -0.309  0.66

---

three:
Formula: C2H6N2S
Source: the OMol25 dataset
Level of theory: ωB97M-V with the def2-TZVPD basis set

Properties
**HOMO level**: -0.331 hartree
**Frontier orbital gap**: 9.9 eV
**SMILES string**: NN1C[C@@H]1S

Each line ends with the Löwdin charge.
Atoms and positions in Å:
N1 0.942 1.231 -0.038  -0.02
N2 -0.061 0.446 -0.549  -0.24
C1 -0.028 -0.899 -0.020  -0.13
C2 -1.000 0.096 0.460  -0.75
S1 -2.641 0.259 -0.121  0.76
H1 1.240 0.818 0.897  0.08
H2 0.488 2.156 0.166  0.10
H3 0.907 -1.094 0.640  0.14
H4 -0.342 -1.561 -0.731  0.07
H5 -0.755 0.506 1.479  0.11
H6 -2.795 -1.075 -0.389  -0.12

---

Least stable structure: two